[1]
Entry from OMol25: C9H10AuF3NO2 as an isolated structure (the ωB97M-V functional and the def2-TZVPD basis).

```
26
Properties=species:S:1:pos:R:3:forces:R:3
C -1.55611 -2.21349 -0.46708 -0.5850 -0.3217 0.4527
C -2.30624 -1.03578 -0.21963 -0.3810 -0.9043 0.3711
C -1.80181 -0.41370 0.97312 0.4280 -1.0727 0.3365
C -0.72698 -1.25007 1.47884 -1.2149 -0.2455 -0.8714
C -0.56211 -2.34663 0.54929 -0.8961 0.2598 0.1907
Au 0.11870 -0.08894 -0.36476 -1.5423 -1.3148 3.4211
N 2.00609 -0.03362 -0.99186 1.1284 -0.0614 -2.1459
C 0.87194 0.78604 -2.12613 1.1774 1.3943 -1.8011
C -0.41088 1.37331 -1.70450 -0.8423 0.9935 -1.3249
H -2.24296 0.42248 1.51116 0.2431 -0.1322 -0.2911
H -3.19087 -0.70977 -0.77180 0.4934 -0.0036 0.0614
H -0.26702 -1.16937 2.45146 0.2170 0.2355 -0.3525
H 0.11988 -3.18298 0.69090 -0.1125 0.3094 -0.1460
H -1.75710 -2.94812 -1.24798 0.1875 0.3757 0.1091
H -1.29217 1.04125 -2.25284 0.0919 0.3043 0.1621
H 1.49111 1.65576 -2.37636 0.6384 -0.4126 0.5486
H 2.06015 -0.90878 -1.54304 0.4290 0.1710 0.2488
H -0.35941 2.37461 -1.28955 -0.2698 -0.2051 -0.0540
H 0.77874 0.16291 -3.01124 0.0242 -0.3522 0.2480
F 3.01141 3.50035 2.14281 0.0933 -0.6009 0.4742
C 2.72550 2.23285 2.53460 -0.6716 -0.4953 -0.6819
F 3.88908 1.51661 2.52828 -0.5718 0.7546 0.2353
F 2.27426 2.28354 3.82465 0.5872 0.2019 -0.5611
C 1.62744 1.51557 1.61988 -0.1277 -0.6205 0.1964
O 1.08028 2.17465 0.70762 0.8277 0.1211 1.1729
O 1.44717 0.32088 1.97077 0.6485 1.6218 0.0012
```
Positions in Å, forces in eV/Å.

Computed properties:
**LUMO (alpha / beta)**: 3.60 / 2.45 eV
**2S+1**: 3
**Total charge**: -1
**Kohn-Sham gap (alpha / beta)**: 6.34 / 6.25 eV
**HOMO level (alpha / beta)**: -2.75 / -3.80 eV
**Expectation value of S²**: 2.027

Here are the natural (NBO) charges for atoms 1 to 4, given in e: number 1, C, carries -0.374; number 2, C, carries -0.320; number 3, C, carries -0.408; number 4, C, carries -0.334

[2]
Entry from OMol25: C9H10Br15F3O2 as an isolated structure (the ωB97M-V functional and the def2-TZVPD basis).

```
39
Properties=species:S:1:pos:R:3:forces:R:3
C 10.46286 12.88166 14.45049 -0.4594 1.0585 0.3667
C 10.08410 11.89767 13.39449 -2.2994 -0.4420 0.9078
O 10.35487 10.58077 13.87498 0.2461 -0.5389 -0.5611
C 11.62041 10.27826 13.80901 -0.1348 -2.1100 2.1819
O 12.55871 10.94403 13.54658 0.7992 0.8129 -1.0104
C 11.77825 8.87208 14.48901 0.1844 0.2712 -1.0488
F 13.06488 8.54707 14.48456 0.4200 -0.3834 -0.0340
F 11.36915 8.91603 15.74105 -0.1597 0.2044 0.8259
F 11.07942 7.91118 13.87524 0.0507 0.0249 -0.2040
H 9.87809 12.71620 15.35747 0.1096 -0.3338 0.0115
H 10.12140 13.85832 14.12505 0.1647 0.3644 -0.1868
H 11.51151 12.94886 14.71472 0.1484 -0.1599 -0.2253
H 10.55616 11.99524 12.42822 -0.1231 0.3765 -0.2626
H 8.95903 11.79778 13.39342 1.1207 0.8243 -0.8205
C 12.85599 8.56059 8.71874 0.4616 -0.6481 -0.8642
Br 11.39275 8.71878 9.87737 -0.5631 0.3362 0.7170
Br 12.70970 9.74434 7.18988 -0.1607 -0.2143 0.0567
Br 12.97686 6.69215 8.14225 0.1784 0.4766 -0.0129
H 13.78839 8.80924 9.21717 -0.1740 -0.1141 0.0896
C 5.73120 11.15689 12.17879 -0.7815 0.1863 -0.5290
Br 5.55096 11.97299 13.88522 -0.1004 -0.0231 0.5695
Br 6.44072 9.41274 12.21377 0.5170 -0.8264 0.2610
Br 6.79330 12.30471 11.06293 -0.0868 0.0630 -0.3439
H 4.72566 11.00432 11.76347 0.5231 0.5878 0.0633
C 15.47046 11.44011 8.39045 0.7527 1.1960 -0.0726
Br 15.97506 11.47069 6.53474 -0.1991 -0.1010 0.0473
Br 15.26138 13.24976 9.05747 -0.0187 0.0593 -0.0214
Br 16.76967 10.51981 9.42440 0.1359 -0.4091 0.2537
H 14.50483 11.02247 8.52530 -0.4788 -0.5795 -0.1651
C 7.09047 7.23259 16.76429 -2.0516 0.0197 0.8829
Br 7.97746 5.98639 17.92772 0.0191 -0.2082 -0.3521
Br 8.31253 8.52659 16.09237 -0.2277 -0.3336 -0.5466
Br 5.73799 8.19907 17.89064 0.2799 -0.1032 -0.2337
H 6.33278 6.71139 16.09909 1.8705 0.6449 0.2178
C 14.77916 6.43498 12.47740 0.3900 -1.3831 0.2949
Br 15.53782 7.23571 10.93371 -0.2191 0.4794 -0.2340
Br 16.12176 5.08996 13.07588 -0.6046 0.6230 0.1928
Br 13.10070 5.53306 12.20379 -0.0008 0.1236 -0.2678
H 14.56281 7.14717 13.25743 0.4709 0.1790 0.0562
```
Positions in Å, forces in eV/Å.

Computed properties:
**LUMO**: -0.17 eV
**2S+1**: 1
**Kohn-Sham gap**: 10.02 eV
**HOMO level**: -10.18 eV

Here are the natural (NBO) charges for atoms 1 to 4, given in e: number 1, C, carries -0.649; number 2, C, carries -0.090; number 3, O, carries -0.476; number 4, C, carries 0.702

[3]
Entry from OMol25: an isolated ion of composition C9H10BrN4O and charge +1 (the ωB97M-V functional and the def2-TZVPD basis).

```
25
Properties=species:S:1:pos:R:3:forces:R:3
C -0.12094 0.50578 -0.23536 1.3594 0.7238 -0.1834
C 0.71597 0.37790 -1.37394 0.6245 1.3745 0.2115
C 0.49333 2.51893 -0.81804 -0.1369 -0.0943 0.1975
C -0.93671 -0.37667 0.57593 -0.2232 0.1099 -1.6043
C 1.56259 -1.62466 -2.57304 -1.3199 1.0095 -0.1423
C -1.60996 -1.38095 -0.38716 0.8040 -1.3856 -1.2522
C 0.09832 -2.81289 1.05789 -0.1358 0.1025 -1.2031
C -1.00378 -2.68778 0.11242 -1.3655 0.6827 0.9861
C 0.70151 3.96550 -0.93341 3.2148 0.3202 -0.9866
N -0.15124 1.81142 0.07400 -0.6044 2.3628 0.6710
N 1.38743 -0.66958 -1.85242 0.1193 -0.7845 -0.2563
N 1.14675 1.72990 -1.68726 -0.4667 -3.6118 -1.6733
N -1.24257 -2.92861 1.61782 0.9636 1.2767 -1.7097
O -1.10942 -0.36885 1.77747 -0.1110 0.4260 -0.2226
Br 2.59714 -3.09938 -2.69712 0.7263 -0.4389 0.2148
H -2.72561 -1.33355 -0.36877 0.9681 -0.1807 -0.0116
H -1.18815 -1.25569 -1.45769 -1.0866 -0.0118 1.7880
H 0.72943 -3.64241 0.95504 0.4619 -1.4554 0.3555
H 0.60161 -1.94579 1.36221 0.7076 1.0376 0.5617
H -0.01931 4.53181 -0.50556 -2.0626 1.4086 2.4417
H 1.76843 4.21626 -0.52721 -2.0225 -0.2126 -0.7121
H 0.58585 4.41009 -1.94289 0.6847 -1.0016 -0.0459
H 1.37368 1.92316 -2.68752 0.0068 0.1754 1.4321
H -1.54920 -3.75999 1.97904 -0.9098 -2.7784 0.7542
H -1.53407 -2.10871 2.12344 -0.1960 0.9455 0.3892
```
Positions in Å, forces in eV/Å.

Computed properties:
**LUMO (alpha / beta)**: -4.37 / -5.69 eV
**2S+1**: 1
**Total charge**: +1
**Kohn-Sham gap (alpha / beta)**: 7.75 / 4.67 eV
**HOMO level (alpha / beta)**: -12.12 / -10.36 eV

Here are the natural (NBO) charges for atoms 1 to 4, given in e: number 1, C, carries -0.031; number 2, C, carries 0.276; number 3, C, carries 0.418; number 4, C, carries 0.553

[4]
Entry from OMol25: a 2-piece molecular cluster, C9H10BrO6 overall (the ωB97M-V functional and the def2-TZVPD basis).

```
26
Properties=species:S:1:pos:R:3:forces:R:3
C -1.89809 -2.50577 -1.68515 2.4302 -0.6898 -0.6465
C -0.46906 -2.99732 -1.76778 -1.2375 0.3126 1.1094
C 0.75328 -2.36016 -0.85259 -1.7072 0.4691 -0.5988
O 0.46115 -2.07239 0.59128 1.1112 2.5230 -0.1405
C 0.89820 -0.67860 0.93648 -1.0492 1.6932 3.1511
O 0.64021 0.00015 2.06068 2.2491 -5.3279 -8.5835
O 1.62644 -0.24274 -0.30113 -2.0323 -0.2375 1.7498
C 0.74352 -0.78138 -1.35826 -0.7365 -0.5497 0.5118
C 1.04849 -0.44041 -2.93248 0.8043 0.8787 0.0156
C 1.25171 1.20015 -3.02666 -5.8235 3.6522 3.3246
O 0.32150 2.02152 -2.51067 6.3810 -5.6687 -3.6443
Br 2.86876 2.02943 -3.86090 -1.3081 -1.0010 0.6474
H -2.18133 -1.67734 -2.49378 -0.3392 -3.1179 0.9138
H -2.63577 -2.92436 -0.87888 1.8542 2.2986 -0.6766
H -0.14815 -3.85229 -2.52805 -0.2516 3.0932 0.5304
H 1.77798 -2.92299 -1.00944 -2.0565 1.2773 0.4420
H -0.29016 -0.30269 -1.08208 1.5733 -1.3069 -0.9742
H 1.99161 -0.98078 -3.37577 -1.8427 1.0904 1.0206
H 0.10271 -0.69504 -3.61482 2.0434 0.5446 1.7930
C -0.40973 2.62534 4.10612 0.7300 -0.1297 -0.2701
C -1.76058 3.24234 4.42514 -0.5033 0.3152 0.1325
O -1.85014 4.48354 4.21273 -0.3645 -0.5470 0.2228
O -2.62313 2.43067 4.86342 0.1885 0.6233 -0.1855
H 0.29251 3.37641 3.73172 -0.0798 -0.0442 0.0324
H 0.01467 2.17439 5.00802 -0.0615 -0.1326 -0.0823
H -0.52659 1.85033 3.34285 0.0283 -0.0185 0.2049
```
Positions in Å, forces in eV/Å.

Computed properties:
**LUMO**: 0.06 eV
**2S+1**: 1
**Total charge**: -1
**Kohn-Sham gap**: 3.47 eV
**HOMO level**: -3.42 eV

Here are the natural (NBO) charges for atoms 1 to 4, given in e: number 1, C, carries -0.422; number 2, C, carries -0.229; number 3, C, carries 0.035; number 4, O, carries -0.530

Q: Which value of 2S+1 does entry 3 give?
A: 1